{
  "formula": "C43H50N10RbSSeSi",
  "method": "the ωB97M-V functional and the def2-TZVPD basis",
  "species": ["Rb", "Se", "S", "Si", "N", "N", "N", "N", "N", "N", "N", "N", "N", "N", "C", "C", "C", "C", "C", "C", "C", "C", "C", "C", "C", "C", "C", "C", "C", "C", "C", "C", "C", "C", "C", "C", "C", "C", "C", "C", "C", "C", "C", "C", "C", "C", "C", "C", "C", "C", "C", "C", "C", "C", "C", "C", "C", "H", "H", "H", "H", "H", "H", "H", "H", "H", "H", "H", "H", "H", "H", "H", "H", "H", "H", "H", "H", "H", "H", "H", "H", "H", "H", "H", "H", "H", "H", "H", "H", "H", "H", "H", "H", "H", "H", "H", "H", "H", "H", "H", "H", "H", "H", "H", "H", "H", "H"],
  "xyz": [[12.32180, 14.06758, 15.71000], [14.04694, 17.15108, 23.89874], [6.17661, 13.15112, 15.58637], [8.53380, 10.20182, 19.28399], [7.91728, 7.81057, 9.88104], [12.59560, 16.81158, 22.94014], [9.96514, 15.45208, 13.19317], [7.99685, 16.02744, 12.33094], [12.44082, 13.07407, 13.01557], [11.69258, 15.24886, 18.55289], [14.32704, 14.99235, 18.06540], [15.15099, 16.64120, 22.55244], [9.53854, 6.16263, 11.63754], [8.64785, 14.09667, 15.49528], [8.78276, 17.46975, 10.41949], [8.69548, 15.29426, 13.33276], [14.72082, 13.48209, 10.08933], [11.32397, 16.39331, 11.35248], [15.34495, 13.58761, 12.54523], [7.99462, 14.49923, 14.34521], [10.85280, 6.55726, 11.79877], [16.63941, 15.10112, 18.84452], [8.96430, 16.75669, 11.62415], [12.98144, 16.21836, 21.84521], [16.21400, 15.50152, 20.06952], [10.09557, 11.67172, 11.12974], [10.20345, 12.23748, 17.70319], [10.41192, 15.11737, 18.75402], [12.02588, 13.12680, 10.55615], [12.91250, 13.16344, 11.74090], [9.46212, 11.56500, 18.51853], [6.69360, 14.15156, 14.28756], [12.52237, 13.27992, 9.27510], [13.91377, 13.47862, 8.96147], [15.63153, 14.84792, 17.86438], [7.83261, 13.39716, 16.22361], [10.53083, 13.04911, 10.74547], [10.62961, 15.76230, 21.03357], [15.17630, 14.89556, 13.43913], [14.30457, 13.43184, 11.46428], [14.40595, 16.17843, 21.58494], [13.95815, 15.41386, 19.27284], [11.16115, 17.19244, 10.17805], [15.46247, 12.38244, 13.46202], [7.39150, 7.15523, 11.07289], [11.85621, 5.64842, 11.91408], [9.29378, 8.53126, 18.69730], [9.65385, 13.51302, 9.59454], [6.75922, 10.47525, 18.81309], [14.88290, 15.64220, 20.31900], [10.16494, 16.27203, 12.08181], [9.96577, 17.62843, 9.67523], [9.84199, 15.32482, 20.01043], [12.03372, 15.82186, 20.84206], [12.51404, 15.52218, 19.55808], [8.56854, 10.37612, 21.09626], [8.43632, 6.94795, 12.16967], [9.97743, 14.50182, 9.22615], [16.98915, 15.68152, 20.78295], [9.19039, 8.37499, 17.62665], [16.19671, 15.22179, 13.66970], [9.74702, 14.75868, 17.89130], [11.83843, 13.16442, 8.45792], [8.95334, 7.56586, 19.09385], [12.94282, 5.98228, 11.94912], [6.00055, 14.32394, 13.44544], [9.45012, 5.20176, 11.93848], [10.26234, 15.95655, 22.03805], [7.33941, 7.70885, 9.10406], [10.27492, 13.74971, 11.54157], [9.64835, 10.15969, 21.34820], [16.34248, 13.64772, 12.01823], [14.46580, 12.00595, 13.72794], [7.82811, 17.71214, 10.04902], [12.05343, 17.35700, 9.58231], [16.13029, 12.57577, 14.28434], [7.88928, 9.68831, 21.66903], [10.39143, 8.53902, 18.97249], [15.85952, 11.48892, 12.88544], [15.87638, 14.44207, 16.89377], [10.00646, 11.05015, 10.27152], [14.65083, 15.64199, 12.89609], [12.21309, 15.92400, 11.71847], [14.71083, 14.60069, 14.37681], [6.13597, 9.67616, 19.20530], [6.36162, 11.38513, 19.26137], [11.34651, 13.06934, 13.06155], [9.93687, 18.19701, 8.71056], [8.12966, 12.83352, 17.09242], [9.69902, 12.86140, 8.67698], [7.90347, 6.39056, 12.94873], [8.35527, 11.40965, 21.46864], [8.84477, 7.89713, 12.46037], [15.76528, 13.64859, 9.84131], [6.64514, 10.41681, 17.74210], [6.99580, 6.19095, 10.78635], [6.67780, 7.76496, 11.63013], [10.70717, 11.19398, 11.88491], [8.77610, 15.08442, 20.19682], [8.56072, 7.13991, 9.49950], [17.66332, 14.98660, 18.66208], [7.09853, 16.43104, 12.42224], [10.90262, 7.65887, 11.59341], [11.65980, 4.60174, 11.82443], [14.20168, 13.49295, 7.89991], [9.05615, 11.59563, 11.53458], [8.63136, 13.52193, 9.88404]],
  "forces_ev_per_a": [[-0.530, -0.257, 0.074], [0.658, 0.235, -0.604], [1.879, 0.973, 0.088], [0.388, 0.447, -1.272], [1.425, -0.011, 1.012], [-0.148, -0.714, 0.431], [0.450, -0.612, 0.501], [0.914, 0.137, 0.781], [-1.483, 0.277, -0.457], [0.435, -0.205, -1.061], [0.760, 0.106, 0.077], [0.100, -0.219, 0.196], [-0.232, -1.248, 0.546], [-0.842, -0.544, 0.122], [2.104, -1.118, 0.777], [-0.641, 1.488, -1.053], [0.454, 0.715, 0.437], [-1.006, 2.011, -1.140], [0.712, 0.633, -0.072], [0.204, 0.552, 0.306], [0.619, 0.103, -0.783], [-2.367, -0.342, -1.503], [-1.911, -0.496, -1.471], [-0.372, 1.011, -0.013], [1.323, -0.155, -0.112], [-1.530, -0.842, 1.330], [-1.824, -1.973, 2.509], [-1.664, -0.655, -0.961], [0.841, 0.512, -0.258], [-1.129, 0.540, 0.252], [2.343, 1.427, -2.326], [-1.676, -0.336, -1.542], [1.299, -0.149, 0.085], [-2.312, -0.871, 1.021], [0.717, -0.186, 0.513], [-0.408, -0.432, -0.419], [-0.182, 0.370, 0.152], [1.218, -0.233, 0.695], [1.235, -2.011, -0.481], [-0.342, -0.576, -1.909], [-0.489, -0.181, 0.848], [0.008, -0.015, 1.102], [2.448, -1.665, 0.740], [-0.315, -1.933, -1.458], [0.027, 0.468, 0.527], [1.160, 2.533, -0.227], [0.744, -0.226, 0.729], [1.350, 0.019, -1.877], [-0.448, -0.861, 0.176], [-1.194, 0.763, -0.135], [0.646, -0.793, 0.787], [-1.719, 1.531, -0.170], [-1.292, -0.205, 0.367], [-0.720, -0.142, -1.251], [-0.299, 0.046, 0.447], [0.721, -0.157, 2.125], [0.055, -0.576, -1.668], [-0.323, -0.127, 0.308], [-0.060, 0.255, 0.795], [0.241, 0.457, -0.270], [-0.193, 0.282, 0.098], [1.268, 0.669, 1.255], [-0.362, 0.213, -0.376], [-0.409, 0.357, 0.441], [-1.704, -0.479, -0.101], [0.594, -0.007, 0.571], [-0.108, -0.137, -0.282], [-0.130, 0.005, -0.223], [-2.461, 0.578, -1.143], [0.131, -0.142, 0.285], [-1.043, 0.142, 0.245], [-0.941, 0.299, 0.395], [0.188, 0.539, 0.561], [-0.982, 0.325, -0.378], [-0.047, -0.038, -0.037], [0.116, -0.023, 0.593], [0.721, 0.388, -0.519], [-1.022, 0.241, -0.547], [-0.020, 1.027, 0.507], [0.322, 0.123, -0.189], [0.466, -0.717, -0.936], [-0.554, 0.754, -0.187], [0.589, -0.086, -0.268], [-0.274, 0.311, -0.043], [-0.189, -0.320, 0.172], [0.162, 0.256, -0.319], [2.634, -0.107, -0.562], [0.076, -0.673, 0.975], [0.235, 0.125, 0.401], [0.105, 0.252, 0.880], [0.395, 0.432, 0.368], [0.182, -0.720, -0.543], [-0.138, 0.537, 0.588], [0.344, -0.056, 0.583], [-0.189, 0.429, -0.482], [-0.577, -0.463, 0.366], [-0.650, 0.066, -0.736], [0.422, -0.040, 0.011], [0.771, 0.367, -0.319], [1.579, -0.228, 0.491], [1.222, -0.260, -0.544], [-0.976, -0.107, 0.402], [0.780, -1.027, 0.753], [-0.161, -0.514, 0.285], [0.309, 0.112, 0.800], [0.461, 0.566, -0.052], [-0.963, 0.204, 0.395]],
  "charge": -1,
  "largest_force_ev_per_a": 3.7,
  "relative_energy_kj_mol": 0.00,
  "e_tot_ev": -145015.76972
}